Record 1
C14H8InNO5 as an isolated structure at a distorted geometry. Source: the OMol25 dataset; level of theory: wB97M-V/def2-TZVPD.

Structure (XYZ):
```
29
C14H8InNO5 wB97M-V/def2-TZVPD
H 0.270 2.174 -3.781
H 3.240 -0.682 -1.063
H -2.856 -0.831 2.845
H 4.106 0.264 -3.194
C 2.268 1.314 -3.627
C 2.665 0.031 -1.640
C -2.431 -0.320 1.989
C -0.492 0.064 0.489
O 1.650 -0.689 0.970
O -1.016 -4.062 3.697
C -1.071 -0.571 1.603
C -1.282 0.922 -0.229
In 3.131 -2.300 2.888
H -0.601 -1.452 2.020
O -1.356 2.543 -1.916
O -1.459 -1.990 3.474
C 0.583 1.199 -1.928
H -3.246 1.901 -0.351
C -0.758 1.628 -1.437
C 3.096 0.491 -2.884
O 0.472 -2.576 4.135
C -3.222 0.554 1.280
H 2.531 1.573 -4.645
C 0.950 -0.140 0.142
H -4.263 0.709 1.523
C 0.962 1.575 -3.204
C 1.406 0.361 -1.148
N -0.665 -2.914 3.777
C -2.614 1.224 0.215
```

Computed properties:
- Net charge: +2
- Total energy: -1158.445156 Eh

Record 2
C14H8IrNOS7 as an isolated structure at a distorted geometry. Source: the OMol25 dataset; level of theory: wB97M-V/def2-TZVPD.

Structure (XYZ):
```
32
C14H8IrNOS7 wB97M-V/def2-TZVPD
O 1.637 5.960 -3.876
H 3.089 -0.545 2.614
S -0.129 0.963 -2.627
C 2.205 -0.129 3.087
C -0.062 0.933 4.243
C 2.207 0.168 4.441
H 1.047 0.951 6.080
H 3.093 -0.018 5.038
C 0.129 3.377 -1.494
C -0.075 0.631 2.877
C 0.315 2.620 -2.576
S -2.502 -2.000 0.620
S 0.626 5.059 -1.609
C 1.077 0.099 2.297
H -0.540 -3.524 -4.329
C 1.062 0.707 5.023
C -0.906 -3.294 -3.336
S 1.032 3.389 -3.983
H -1.623 -5.280 -2.879
C -1.991 -3.895 -1.297
S 1.124 -0.322 0.595
S -1.516 0.895 1.929
H -2.471 -4.610 -0.645
N -1.226 -1.634 -1.626
H -0.961 1.352 4.682
S -0.565 2.755 -0.034
C -0.778 -2.019 -2.829
C 1.189 5.003 -3.282
C -1.521 -4.257 -2.529
Ir -0.804 0.468 -0.315
C -1.869 -2.550 -0.843
H -0.292 -1.254 -3.418
```

Computed properties:
- Net charge: -2
- Total energy: -3560.077816 Eh

Respective relative energy (zero: lowest compared OMol25 entry of this formula, charge and spin) values: 0.0 94.6 kJ/mol.
Respective gap between HOMO and LUMO values: 0.1215 0.1977 hartree.